{"formula": "C6H18N2O3S", "method": "ωB97M-V/def2-TZVPD", "homo_lumo_gap_ev": 2.53, "energy_ev": -26462.257, "species": ["H", "H", "C", "H", "C", "H", "H", "H", "N", "H", "H", "H", "H", "H", "C", "H", "O", "H", "O", "H", "H", "N", "O", "C", "C", "C", "H", "H", "H", "S"], "coordinates": [[-6.861945, 0.779108, -0.259575], [0.968872, -2.164227, -0.508790], [2.521566, 0.027559, -0.613342], [4.338193, 1.134859, -0.981554], [2.119133, -1.028769, 1.659510], [2.656759, -1.907534, 1.291166], [-2.155314, 0.447116, -0.338606], [-4.716811, 0.226620, -2.541040], [-5.463037, -1.227394, -1.105758], [2.802373, -0.337304, 2.157526], [1.328997, -1.329822, 2.354540], [-0.150833, 0.595974, 1.516717], [3.935544, 2.737882, 0.585743], [-0.293913, -1.537661, 0.603652], [0.447350, -1.268644, -0.155356], [-0.031384, -0.747617, -0.989679], [-2.441761, -0.517326, -0.406064], [1.383847, 1.479094, 1.641487], [-3.137203, -0.746282, -1.483816], [4.245534, 0.482259, 0.660674], [1.964022, 0.508853, -1.424298], [1.474509, -0.330258, 0.475488], [3.167745, 2.197783, 0.312857], [-4.474742, -0.120519, -1.424673], [3.662690, 0.944397, -0.140003], [0.737652, 0.918124, 0.964207], [-4.543277, 0.815699, -0.725352], [0.444732, 1.513920, 0.094701], [2.934607, -0.920872, -0.977250], [-6.863905, -0.625016, -0.243110]], "forces_ev_per_a": [[0.160, -1.022, -0.276], [-0.068, 0.213, 0.078], [-0.183, 0.363, 0.719], [-0.123, -0.452, -0.099], [-0.213, 0.285, -0.494], [-0.125, 0.172, 0.093], [-0.893, -1.127, -0.681], [1.099, -0.306, 1.911], [1.271, 2.724, 0.218], [-0.135, -0.126, -0.124], [0.149, 0.074, -0.220], [0.140, -0.104, -0.235], [-0.627, -0.324, -0.245], [0.106, 0.172, -0.287], [0.483, 0.173, 0.107], [-0.003, -0.180, 0.287], [3.240, 1.558, 5.007], [-0.064, -0.066, -0.401], [-2.715, 0.738, -4.398], [0.013, -0.254, -0.097], [0.036, -0.120, 0.214], [0.101, 0.130, -0.086], [0.379, 0.214, 0.176], [-3.310, -1.602, -0.750], [-0.096, 0.099, 0.055], [0.039, -0.493, 0.111], [0.629, -1.459, -0.837], [0.145, -0.122, 0.249], [-0.104, 0.216, 0.139], [0.669, 0.628, -0.135]]}

{"formula": "C5H11NO", "method": "ωB97M-V/def2-TZVPD", "homo_lumo_gap_ev": 9.93, "de_lowest_kj_mol": 100.9, "energy_ev": -8900.651, "species": ["H", "O", "H", "H", "H", "C", "C", "H", "C", "C", "H", "N", "H", "C", "H", "H", "H", "H"], "coordinates": [[2.076694, -0.805377, -2.353338], [-1.950160, -1.220997, -0.264802], [0.463612, -1.543214, -2.127268], [-1.525554, 1.898374, -0.361190], [0.790480, -0.186459, 2.403465], [-2.117748, -0.035829, -0.457946], [-0.161109, -0.195679, 1.866931], [1.776115, 1.609907, 1.141404], [1.444306, -1.382584, -1.674777], [0.875263, 1.659016, 0.539756], [-0.969256, 0.010626, 2.577218], [-1.346828, 0.984285, 0.029297], [-0.338216, -1.189861, 1.451814], [-0.150381, 0.842814, 0.782042], [0.853094, 2.384669, -0.269609], [1.320650, -0.833518, -0.739794], [-2.954167, 0.351451, -1.070564], [1.913205, -2.347625, -1.472638]], "forces_ev_per_a": [[-0.074, -0.071, 0.074], [-0.069, 0.446, -0.058], [0.118, 0.008, 0.061], [0.014, -0.135, 0.026], [-0.124, 0.029, -0.089], [-0.008, -0.217, 0.053], [0.040, -0.020, 0.010], [-0.153, -0.009, -0.051], [0.002, -0.009, 0.010], [-0.090, -0.054, 0.038], [0.073, -0.030, -0.097], [-0.005, -0.055, -0.107], [0.042, 0.127, 0.052], [0.206, 0.123, 0.083], [-0.037, -0.099, 0.124], [0.037, -0.088, -0.151], [0.085, -0.047, 0.063], [-0.057, 0.099, -0.041]]}

{"formula": "C24H16O16", "method": "ωB97M-V/def2-TZVPD", "homo_lumo_gap_ev": 8.06, "de_lowest_kj_mol": 2.5, "energy_ev": -57904.132, "species": ["O", "C", "C", "O", "O", "O", "C", "H", "C", "C", "O", "C", "C", "C", "C", "H", "C", "C", "O", "O", "O", "H", "C", "C", "C", "C", "H", "C", "H", "H", "H", "H", "H", "O", "O", "C", "O", "C", "O", "H", "C", "H", "C", "C", "C", "H", "H", "H", "O", "H", "O", "O", "C", "C", "O", "H"], "coordinates": [[2.074883, -1.764527, 7.608473], [-1.137706, 5.583297, -1.502429], [0.045717, 4.924527, -2.232141], [2.031280, -1.390975, -3.751875], [-4.063702, -4.349325, -3.148245], [2.142875, -1.893316, 1.486120], [-1.115370, 2.883144, -1.963144], [5.608606, 0.196464, 3.668940], [4.762716, -1.083591, 5.284379], [3.431228, -1.460479, -0.488711], [0.807579, -0.202748, 5.751420], [2.678744, -0.094015, 4.317057], [1.969392, -0.523026, 5.501563], [2.768140, -1.376483, 6.512149], [-5.292890, -2.390421, -3.631571], [-1.999201, 1.331120, -1.572221], [-3.604967, -1.208588, -1.541479], [0.944922, -2.216976, -0.531895], [-2.972246, 2.731326, -0.512856], [0.918684, 5.694463, -2.547590], [-0.061818, -2.261815, -2.651330], [-2.732374, -3.104901, -1.264638], [2.134662, -1.934145, 0.265666], [-4.719925, -0.444725, -2.359805], [4.014529, -0.269713, 4.237128], [3.418277, -1.186739, -1.845577], [0.194211, -2.038127, -3.570201], [-4.207299, -3.070258, -2.794249], [4.264167, -1.407549, 1.157106], [4.647562, -2.284032, 7.105528], [-2.900134, 5.413407, -0.270794], [-4.380330, 0.979054, -1.178558], [0.650192, 3.057432, -3.180824], [-5.875015, -3.047751, -4.439239], [4.734063, 0.398279, 3.344665], [2.213794, -1.491428, -2.548943], [-2.917328, -0.598297, -0.705737], [0.001785, 3.508962, -2.458639], [-1.077582, 6.893368, -1.504234], [-0.338658, 7.220214, -2.007759], [4.076093, -1.703316, 6.394787], [0.051591, -2.437799, 0.027510], [-2.157119, 3.485431, -1.021720], [-3.407459, -2.583823, -1.882381], [-2.096840, 4.930783, -0.817933], [-4.682185, -4.455619, -3.948166], [4.355343, -0.848089, -2.384493], [-6.358580, -0.400977, -3.671321], [-1.323724, 1.616406, -2.155601], [2.265954, 0.649065, 3.631841], [4.505491, -1.240963, 0.213876], [5.974049, -1.109429, 5.045383], [0.996699, -2.049378, -1.833104], [-5.528342, -0.982710, -3.285940], [-4.921126, 0.781117, -1.917915], [1.188683, -1.371796, 7.569689]], "forces_ev_per_a": [[0.500, 0.254, -0.930], [0.195, -0.043, 0.329], [-0.803, -0.031, 0.441], [0.550, 0.409, -0.325], [-1.184, -0.083, -1.463], [0.548, -0.288, -0.688], [1.332, 0.414, 0.128], [1.735, -0.110, -0.204], [1.516, 0.245, -1.478], [-1.245, 0.236, -2.299], [1.380, -0.727, 0.286], [0.687, 0.708, -0.259], [-0.632, 0.130, -0.144], [-0.576, -0.366, 1.304], [0.734, 2.429, 1.827], [-1.711, -0.827, 1.336], [0.747, 1.165, -0.004], [0.438, -0.104, 1.852], [0.296, 0.082, -0.423], [0.761, 0.379, -0.534], [0.561, 0.023, 0.850], [0.780, -0.876, 0.134], [0.330, 1.062, -0.105], [0.519, -0.217, 1.660], [-2.207, 0.303, 1.112], [1.205, -0.281, 1.436], [0.399, 0.090, 0.375], [-0.341, -2.619, -1.978], [0.230, 0.159, -0.380], [-0.186, 0.043, 0.044], [0.254, 0.031, -0.039], [1.387, 0.371, 1.504], [0.417, -0.319, 0.068], [-0.599, -0.990, -1.065], [-0.533, -0.597, 0.194], [-0.670, -0.645, -0.899], [-1.556, -0.407, -1.419], [-2.058, 0.140, 0.322], [-1.229, 0.478, 0.743], [1.055, -0.124, -0.541], [-0.488, 0.746, -0.736], [-0.171, -0.252, -0.071], [0.155, 1.179, 0.394], [-0.278, 2.254, 1.505], [-0.232, -0.988, -0.538], [0.764, -0.069, 1.252], [-1.454, -0.374, 0.713], [0.146, -0.210, -0.209], [1.515, -0.557, -1.643], [-0.425, -0.496, 0.252], [0.065, -0.266, 1.557], [-0.651, -0.264, 0.785], [-0.829, 0.329, -1.976], [0.243, -0.754, -0.184], [-1.243, 0.142, -1.610], [-0.145, 0.087, -0.253]]}

{"formula": "H10O5", "method": "ωB97M-V/def2-TZVPD", "homo_lumo_gap_ev": 11.53, "de_lowest_kj_mol": 126.6, "energy_ev": -10399.538, "species": ["H", "H", "H", "O", "H", "H", "H", "O", "O", "O", "H", "H", "H", "H", "O"], "coordinates": [[2.689732, -0.610556, 2.349935], [-0.105380, 4.047191, -0.960407], [-3.268848, -1.220686, 1.430466], [-0.137080, 3.968657, -0.000294], [2.224103, -0.432002, 0.914195], [-0.771270, 0.090801, -1.120370], [-3.518495, -1.627345, -0.012568], [-3.977435, -1.431681, 0.812101], [3.016010, -0.418954, 1.463469], [2.264821, -1.583512, -1.215057], [0.429713, 3.213183, 0.192046], [2.701448, -2.279937, -0.711729], [-1.871953, 0.297018, -0.092745], [2.046202, -2.002964, -2.054851], [-1.721567, -0.009216, -0.994185]], "forces_ev_per_a": [[0.114, 0.042, -0.026], [-0.049, 0.048, 0.079], [-0.139, -0.098, -0.004], [0.078, -0.174, -0.110], [0.123, -0.026, -0.180], [-0.042, -0.081, -0.077], [-0.012, 0.056, -0.057], [0.184, 0.046, 0.061], [-0.218, -0.074, 0.157], [-0.104, -0.161, -0.062], [-0.009, 0.121, 0.037], [0.071, 0.135, 0.070], [-0.117, 0.105, -0.115], [-0.027, 0.103, 0.044], [0.146, -0.042, 0.183]]}

{"formula": "C6H10", "method": "ωB97M-V/def2-TZVPD", "homo_lumo_gap_ev": 8.10, "de_lowest_kj_mol": 315.0, "energy_ev": -6380.595, "species": ["H", "H", "C", "H", "C", "H", "H", "C", "C", "H", "H", "H", "C", "H", "H", "C"], "coordinates": [[2.202886, 0.878667, 0.958368], [1.347602, -1.246506, 1.449070], [0.563443, -0.614823, 1.020548], [-0.343957, -2.224901, -0.097155], [-0.793909, 1.128245, -0.624196], [-0.750321, -0.431440, -2.150061], [0.691515, 1.514700, 1.570837], [1.116801, 0.816838, 0.816309], [0.093445, -1.242559, -0.308057], [-1.355492, 1.223340, 0.321315], [-0.268266, -0.609971, 1.733730], [-1.255413, 1.786213, -1.362724], [-0.912576, -0.357526, -1.069287], [-1.942853, -0.692611, -0.899080], [0.967260, -1.417747, -0.949932], [0.639835, 1.490080, -0.409685]], "forces_ev_per_a": [[-0.197, -0.052, -0.167], [-0.143, 0.097, 0.046], [-0.156, -0.148, 0.029], [0.079, 0.127, -0.093], [0.041, 0.187, -0.075], [0.072, 0.023, 0.201], [0.071, -0.088, -0.109], [0.085, -0.135, -0.212], [0.060, -0.037, 0.027], [0.130, 0.041, -0.065], [0.081, -0.042, -0.083], [-0.071, -0.131, 0.043], [0.086, -0.136, -0.001], [0.184, 0.136, 0.052], [-0.076, 0.059, 0.170], [-0.246, 0.100, 0.237]]}

{"formula": "CH3Br2O2P", "method": "ωB97M-V/def2-TZVPD", "homo_lumo_gap_ev": 9.48, "de_lowest_kj_mol": 211.0, "energy_ev": -154553.735, "species": ["C", "Br", "O", "H", "H", "Br", "O", "P", "H"], "coordinates": [[-1.642860, -2.049884, -1.102008], [1.073524, 0.234371, 2.125950], [1.307468, 0.495150, -0.943165], [-2.516143, -2.438972, -1.510641], [1.656459, 2.914915, 1.995417], [2.132094, 3.516000, 0.950239], [-1.677937, -0.943017, -0.632439], [0.581626, 1.112667, 0.142978], [-0.914228, -2.841227, -1.026335]], "forces_ev_per_a": [[-0.425, 0.526, 1.206], [0.297, -0.554, 0.680], [0.760, -0.576, -0.527], [-2.081, -0.654, -1.416], [-1.556, -1.953, 3.696], [1.884, 2.454, -3.509], [1.021, -0.012, -0.011], [-1.440, 0.531, -0.409], [1.540, 0.238, 0.290]]}